{
  "formula": "C5H11NO",
  "method": "ωB97M-V/def2-TZVPD",
  "symbols": ["H", "C", "H", "H", "O", "C", "H", "C", "H", "H", "H", "H", "H", "H", "H", "C", "N", "C"],
  "xyz": [[2.43, 0.11, -1.69], [-0.62, -1.16, -0.46], [-1.29, 0.92, -0.86], [2.13, -0.65, 0.89], [1.55, 1.88, -2.20], [1.13, -0.26, 1.12], [-1.55, -0.36, 1.96], [1.59, 0.67, -2.15], [0.83, 0.03, -2.64], [0.68, -0.89, 1.89], [-1.44, 1.39, 1.71], [-0.82, -1.96, 0.25], [1.25, 0.75, 1.53], [-0.64, -1.47, -1.51], [-2.82, 0.48, 1.08], [-1.03, 0.22, -0.07], [0.37, -0.16, -0.11], [-1.74, 0.45, 1.25]],
  "lowdin_charge": [0.08, -0.11, 0.14, 0.08, -0.03, -0.09, 0.07, -0.20, 0.07, 0.08, 0.08, 0.11, 0.09, 0.10, 0.08, -0.32, -0.17, -0.06],
  "total_energy_ev": -8898.809,
  "lumo_ev": 0.92,
  "relative_energy_kj_mol": 278.7,
  "homo_ev": -9.21,
  "gap_ev": 10.126,
  "smiles": "C[C@@H]1CN1C.C=O"
}